19
Properties=species:S:1:pos:R:3 method="wB97M-V/def2-TZVPD" smiles="CC1C=CC=C1.C" total_charge=0 orbital_gap_ev=9.53 e_homo_ev=-8.5297 e_tot_ev=-7452.369
H 1.563 -0.926 0.878
H 3.014 -0.800 1.800
C -0.497 -1.339 -1.453
C -1.174 1.328 0.756
C 0.573 -0.414 -1.805
H -0.493 -2.376 -1.752
H 0.844 1.688 -1.407
H 1.466 -0.696 -2.355
H -1.805 1.332 -1.252
C 0.249 0.795 -1.325
C -1.091 0.758 -0.648
H -0.515 0.760 1.397
H 1.586 -1.603 2.521
H -2.169 1.253 1.207
H -2.415 -1.071 -0.473
C 1.914 -0.760 1.897
H -0.851 2.369 0.771
C -1.444 -0.691 -0.753
H 1.402 0.207 2.263

=====

13
Properties=species:S:1:pos:R:3 method="wB97M-V/def2-TZVPD" smiles="C=C(NC=O)OC=O" total_charge=0 orbital_gap_ev=9.90 e_homo_ev=-9.3529 e_tot_ev=-11858.712
O -2.769 -1.322 -0.118
O 1.169 -2.130 -0.080
C 0.305 1.875 -0.104
N -0.733 -0.400 0.073
H -2.598 0.641 -0.033
H 1.159 2.615 -0.132
C -2.075 -0.288 -0.054
H -0.838 2.273 0.282
C 1.951 -1.311 -0.051
H 2.966 -1.119 -0.068
O 1.619 -0.064 -0.018
C 0.403 0.560 -0.133
H -0.558 -1.331 0.436